Model a:
Entry from the Open Molecules 2025 dataset: a single C6H9NO molecule (ωB97M-V/def2-TZVPD).

## Properties
- SMILES string: C(=C/[C@H]1CO1)/[C@@H]1CN1
- Orbital gap: 10.1 eV

Last column: Mulliken charge in e.
Atoms and positions in Å:
C: -0.7851 -0.7999 0.1944  -0.4822
C: 0.3823 -0.7314 -0.4307  -0.3479
C: 1.5162 0.2672 -0.0434  -0.0991
C: 2.8589 -0.0496 0.6322  -0.2827
O: 2.8574 0.3727 -0.6858  -0.4035
C: -1.7703 -0.0028 0.8097  0.1439
C: -2.9311 -0.2546 -0.2166  -0.6262
N: -2.1528 1.2266 -0.1537  -0.5755
H: -1.0221 -1.6957 -0.4247  0.2461
H: 0.6628 -1.6534 -0.9091  0.3460
H: 1.4226 1.3242 0.3328  0.3306
H: 3.1429 0.7168 1.4755  0.2218
H: 2.9474 -1.1688 0.9206  0.2261
H: -1.9116 0.0992 1.8043  0.5210
H: -4.1596 -0.1726 -0.1163  0.2035
H: -2.6612 -0.8267 -1.0737  0.2753
H: -1.8364 1.2351 -1.1207  0.3031



Model b:
Entry from the Open Molecules 2025 dataset: a single C6H9NO molecule (ωB97M-V/def2-TZVPD).

## Properties
- SMILES string: O[C@@H]1C=C[C@@H]2NC[C@@H]12
- Orbital gap: 10.0 eV

Last column: Mulliken charge in e.
Atoms and positions in Å:
O: 2.5901 0.3510 0.5503  -0.5471
C: 1.3835 -0.2940 0.3359  0.0475
C: 1.0594 -1.2269 -0.7885  -0.4642
C: -0.2840 -1.4157 -1.0587  -0.4342
C: -0.9246 -0.4503 -0.1426  0.0242
N: -1.9151 0.7089 -0.2491  -0.5170
C: -1.0985 1.4315 0.7170  -0.5527
C: 0.1523 0.6371 0.0600  -0.1868
H: 2.8561 0.7775 -0.2778  0.3576
H: 1.1652 -0.8064 1.2832  0.2469
H: 1.7896 -1.9409 -1.2373  0.3653
H: -0.8409 -2.1540 -1.6625  0.3628
H: -1.0580 -0.9079 0.9624  0.2267
H: -2.8605 0.5049 -0.0278  0.2281
H: -1.2093 1.1204 1.7736  0.2617
H: -1.0434 2.5076 0.6948  0.3569
H: 0.2379 1.1573 -0.9330  0.2242



Model c:
Entry from the Open Molecules 2025 dataset: a molecular structure, C6H9NO (ωB97M-V/def2-TZVPD).

## Properties
- Orbital gap: 10.0 eV

Last column: Mulliken charge in e.
Atoms and positions in Å:
C: 0.5940 -1.0390 0.9752  -1.1753
C: 1.2465 0.2297 0.2241  -0.0321
C: 0.0012 -1.0884 -0.4859  -0.0734
C: -1.0279 -0.0127 -0.7149  -0.1411
C: -1.3122 0.8281 0.5947  -0.5275
C: 0.0248 1.2826 0.0205  -0.1797
H: 1.4120 -1.8136 0.8122  0.3219
H: 0.2049 -1.1316 1.9618  0.3536
H: 1.9864 0.6529 0.8073  0.5885
H: 1.0824 -0.1193 -1.9065  0.3111
H: -0.0949 -2.1881 -0.4619  0.4151
H: -1.9692 -0.3394 -1.3116  0.3920
H: -1.3273 0.1721 1.5529  0.1968
H: -2.0405 1.5391 0.2422  0.3171
H: 0.4132 2.3179 0.0553  0.4703
N: 1.2674 -0.5221 -1.0273  -0.6800
O: -0.4608 1.2318 -1.3381  -0.5574



Which structure is most stable? model b, by 0.0649 hartree over the runner-up.



Model a:
Entry from the Open Molecules 2025 dataset: a molecular structure, C6H9NO (ωB97M-V/def2-TZVPD).

## Properties
- Orbital gap: 10.1 eV

Last column: Mulliken charge in e.
Atoms and positions in Å:
C: 0.3848 1.6899 1.0757  -1.4535
C: 0.1689 0.6024 -0.0078  0.8791
C: -1.1245 0.0282 -0.5256  -0.4670
C: -0.6594 -1.2599 -1.0374  -0.3299
C: 0.0800 -1.6938 0.2230  -0.5994
C: 1.0029 -0.5685 -0.2606  -0.0952
H: -0.5952 2.0473 1.4207  0.3989
H: 1.2543 2.3420 0.7278  0.3044
H: 0.8321 1.5287 2.2360  0.2683
H: -0.8803 1.9795 -0.7513  0.3411
H: -2.0103 0.1234 0.0775  0.3674
H: -1.1419 -1.8040 -1.7351  0.6415
H: -0.4360 -1.7561 1.2702  0.2388
H: 0.6393 -2.7309 0.2781  0.2552
H: 2.1645 -0.8830 -0.0951  0.3725
N: -0.3531 1.2506 -1.1630  -0.6661
O: 0.6737 -0.8956 -1.7331  -0.4561



Model b:
Entry from the Open Molecules 2025 dataset: 2 unconnected molecules or ions with the total composition C6H9NO (ωB97M-V/def2-TZVPD).

## Properties
- SMILES string: C=c1c(=C)c1=O.CN
- Orbital gap: 8.1 eV

Last column: Mulliken charge in e.
Atoms and positions in Å:
C: 0.0511 -0.6381 1.5331  -0.6461
C: 0.8431 -0.6035 0.4766  0.1857
C: 2.1540 -1.1964 -0.1154  -0.0491
C: 3.3110 -1.7878 0.1210  -0.6824
C: 1.1785 -0.5239 -0.9154  0.6528
O: 0.8129 -0.1893 -2.0152  -0.5724
H: 0.3028 -1.1897 2.4283  0.2782
H: -0.8220 0.0004 1.5727  0.3013
H: 3.4842 -2.3589 1.0239  0.2510
H: 4.1200 -1.7476 -0.5947  0.2648
C: -2.7501 1.2929 -0.4526  -0.8515
N: -1.3266 1.5422 -0.3020  -0.4468
H: -3.2008 1.7568 -1.3391  0.3333
H: -3.2794 1.6632 0.4297  0.3080
H: -2.9014 0.2103 -0.5159  0.2836
H: -0.8287 1.2346 -1.1321  0.1960
H: -1.1486 2.5347 -0.2028  0.1936



Model c:
Entry from the Open Molecules 2025 dataset: a molecular structure, C6H9NO (ωB97M-V/def2-TZVPD).

## Properties
- Orbital gap: 9.8 eV

Last column: Mulliken charge in e.
Atoms and positions in Å:
C: 0.6290 0.9017 -1.6240  -1.2855
C: 0.3561 -0.0394 -0.3291  0.6491
C: -1.2571 -0.4161 -0.3159  -0.5915
C: -0.0162 -0.8122 1.5448  -0.1881
C: 0.6445 0.5591 0.9766  -0.6488
C: 0.5363 -1.4349 0.2332  0.3324
H: 1.7666 1.3679 -1.6006  0.2898
H: 0.6501 0.2243 -2.5980  0.2941
H: 0.0724 1.8504 -1.6764  0.4039
H: -1.3925 -1.0963 -1.2362  0.3579
H: -1.8076 0.6699 -1.0072  0.2062
H: -1.9122 0.2614 1.8444  0.3308
H: 0.4383 -1.3543 2.3195  0.4288
H: -0.1095 1.4074 1.3513  0.1573
H: 1.6418 0.8631 1.1296  0.4138
N: -1.5166 -0.6411 1.2116  -0.5516
O: 1.2766 -2.3107 -0.2235  -0.5989



Which structure is most stable? model b, by 0.0532 hartree over the runner-up.



Model a:
Entry from the Open Molecules 2025 dataset: 2 unconnected molecules or ions with the total composition C6H9NO (ωB97M-V/def2-TZVPD).

## Properties
- Orbital gap: 8.5 eV

Last column: Mulliken charge in e.
Atoms and positions in Å:
C: -0.7708 0.5257 -0.3625  1.5437
C: 0.2589 1.1886 0.6828  -1.4192
C: 1.2800 -1.0198 0.8286  -0.0868
C: 0.5480 -1.5377 -0.2862  -0.6488
C: 0.2663 -0.3310 -0.9646  0.1070
C: -0.6793 0.4535 -1.8439  -0.9795
H: -1.2666 0.3993 1.6248  0.3484
H: -2.6729 0.6520 0.3566  0.2838
H: -0.1500 1.5785 1.5370  0.4651
H: 0.9639 2.0290 0.4101  0.2182
H: 1.5608 -1.6319 1.8309  0.2728
H: 0.0556 -2.6376 -0.4328  0.2569
H: 1.3109 0.2825 -0.9840  0.1686
H: -0.3330 1.0933 -2.5366  0.3350
H: -1.6903 0.0884 -2.1948  0.2632
N: -1.8601 0.0161 0.3796  -0.7736
O: 1.2279 0.2947 1.1758  -0.3547



Model b:
Entry from the Open Molecules 2025 dataset: 2 unconnected molecules or ions with the total composition C6H9NO (ωB97M-V/def2-TZVPD).

## Properties
- SMILES string: c1ccncc1.CO
- Orbital gap: 10.3 eV

Last column: Mulliken charge in e.
Atoms and positions in Å:
C: -0.3870 -1.9139 -1.9789  0.0237
C: -1.4045 -1.6592 -1.1043  -0.6090
C: -1.2883 -0.5795 -0.2569  -0.1577
N: -0.2582 0.2579 -0.2824  -0.5259
C: 0.7312 0.0152 -1.1582  -0.1239
C: 0.7315 -1.0835 -2.0145  -0.7126
H: -0.4900 -2.7419 -2.6884  0.3381
H: -2.2607 -2.3555 -1.0689  0.3160
H: -2.0199 -0.3340 0.4904  0.4388
H: 1.5266 0.7405 -1.1523  0.4366
H: 1.4684 -1.2381 -2.7714  0.3716
C: 0.7345 1.8222 2.6258  -0.5334
O: 0.1058 2.3663 1.5000  -0.4896
H: 0.7493 2.5600 3.4833  0.2181
H: 0.2567 0.8727 3.0039  0.2231
H: 1.8265 1.6648 2.4231  0.2193
H: -0.0218 1.6060 0.9497  0.5668



Model c:
Entry from the Open Molecules 2025 dataset: a molecular structure, C6H9NO (ωB97M-V/def2-TZVPD).

## Properties
- Orbital gap: 10.3 eV

Last column: Mulliken charge in e.
Atoms and positions in Å:
C: 1.9931 -0.6952 0.1776  -1.2021
C: 0.6195 -0.1613 -0.0205  0.6996
C: -0.3494 -0.5177 -1.2763  -0.8956
C: -1.3403 -0.6200 -0.1600  -0.0673
C: -1.3802 0.8787 0.2113  -0.2192
C: 0.0702 1.1305 0.4209  -0.3255
H: 1.9082 -1.6926 -0.3341  0.3319
H: 2.2107 -1.0537 1.3183  0.2646
H: 2.7714 0.1054 -0.2013  0.2780
H: -0.1669 -1.6174 -1.5544  0.2835
H: -0.5384 0.0077 -2.1944  0.3230
H: -2.2134 -1.2999 -0.2886  0.4436
H: -2.0950 1.6426 -0.1339  0.4350
H: -0.9869 1.9981 1.6774  0.2502
H: 0.6697 1.9192 0.0075  0.4172
N: -0.8873 1.0492 1.5929  -0.5577
O: -0.2850 -1.0735 0.7576  -0.4592



Which structure is most stable? model b, by 0.1386 hartree over the runner-up.



Model a:
Entry from the Open Molecules 2025 dataset: a single C6H9NO molecule (ωB97M-V/def2-TZVPD).

## Properties
- SMILES string: CC(=O)[C@H](C)C1=NC1
- Orbital gap: 9.3 eV

Last column: Mulliken charge in e.
Atoms and positions in Å:
C: -1.3651 -1.2489 0.3828  -1.1102
C: -0.5763 -0.5994 -0.7277  0.4989
O: -0.8785 -0.7850 -1.9082  -0.5782
C: 0.7098 0.1677 -0.3768  0.7159
C: 1.8099 -0.7984 0.0476  -1.5043
C: 0.4543 1.1364 0.7068  0.1599
N: -0.0522 2.1464 1.2835  -0.5934
C: -0.6648 2.0576 0.0376  -0.5313
H: -0.8174 -1.2511 1.3275  0.3435
H: -1.5731 -2.2880 0.1145  0.3714
H: -2.3036 -0.7064 0.5181  0.2913
H: 1.0331 0.7056 -1.2763  0.3341
H: 2.0066 -1.5293 -0.7438  0.4160
H: 2.7395 -0.2603 0.2618  0.3835
H: 1.5409 -1.3536 0.9526  0.2973
H: -1.7154 1.8102 0.0838  0.2457
H: -0.3477 2.7966 -0.6838  0.2599



Model b:
Entry from the Open Molecules 2025 dataset: a single C6H9NO molecule (ωB97M-V/def2-TZVPD).

## Properties
- SMILES string: O=C1CCCN2C[C@H]12
- Orbital gap: 9.9 eV

Last column: Mulliken charge in e.
Atoms and positions in Å:
O: -0.8035 2.3442 -0.6964  -0.5944
C: -0.2783 1.5415 0.1139  0.3838
C: 1.1891 1.1680 0.3314  -0.6631
C: 1.4988 -0.1868 -0.3661  -0.5968
C: 0.3559 -1.4184 -0.2705  -0.5760
N: -0.8586 -0.6797 -0.5230  -0.3008
C: -2.1690 -0.3104 -0.0401  -0.1479
C: -1.0479 0.3721 0.5280  -0.2450
H: 2.0460 1.8053 -0.0836  0.3152
H: 1.5048 1.0390 1.3464  0.3772
H: 2.4258 -0.5298 0.0424  0.3997
H: 1.5009 -0.0689 -1.5401  0.2503
H: 0.4066 -1.9427 0.7553  0.2864
H: 0.5630 -2.2295 -1.0151  0.3365
H: -2.6847 0.1153 -0.8692  0.2782
H: -2.7602 -0.9979 0.7434  0.2137
H: -0.8887 -0.0212 1.5432  0.2830



Which structure is most stable? model b, by 0.0105 hartree over the runner-up.